(1)
ORCA calculation (ωB97M-V with the def2-TZVPD basis set) on a cluster of 13 separate species, C16H59ClN2O13P in total.

Gap between HOMO and LUMO in eV: 7.95
HOMO in eV: -11.339
Lowest unoccupied orbital energy in eV: -3.392
Total charge: +1
Total energy in eV: -68944.896

The geometry in XYZ format:
```
92
Properties=species:S:1:pos:R:3:lowdin_charge:R:1
O 0.695 -3.405 4.705 -0.33
P 1.204 -1.857 4.088 0.79
Cl -0.466 -1.055 2.967 0.33
N 2.635 -2.027 2.984 -0.33
C 2.344 -2.846 1.747 -0.15
C 2.409 -4.455 2.054 -0.18
N 3.701 -4.892 2.708 -0.10
C 4.049 -4.074 3.932 -0.18
C 3.857 -2.454 3.766 -0.16
H -0.063 -3.700 4.087 0.08
H 2.829 -1.036 2.645 0.15
H 1.262 -2.588 1.315 0.12
H 3.130 -2.578 0.891 0.17
H 1.511 -4.877 2.682 0.12
H 2.350 -5.002 0.997 0.14
H 4.496 -4.969 2.030 0.12
H 5.213 -4.250 4.126 0.15
H 3.521 -4.473 4.926 0.14
H 4.796 -1.905 3.318 0.16
H 3.710 -2.024 4.870 0.13
C -4.254 1.059 2.701 -0.15
O -3.133 0.385 2.161 -0.18
H -5.066 1.041 1.970 0.08
H -4.579 0.555 3.614 0.08
H -3.987 2.096 2.919 0.08
H -2.430 0.417 2.831 -0.01
C 1.579 2.117 1.515 -0.16
O 2.583 1.610 2.376 -0.16
H 1.051 1.279 1.054 0.07
H 0.872 2.717 2.093 0.08
H 2.041 2.728 0.736 0.08
H 3.034 2.376 2.771 0.05
C 2.643 5.162 4.101 -0.15
O 3.765 4.487 3.561 -0.14
H 1.832 5.144 3.370 0.08
H 2.319 4.657 5.015 0.08
H 2.911 6.198 4.320 0.08
H 4.468 4.519 4.232 0.09
C 3.030 -4.822 -2.212 -0.15
O 1.981 -4.393 -1.363 -0.16
H 3.987 -4.609 -1.731 0.07
H 2.943 -5.898 -2.385 0.08
H 2.974 -4.285 -3.162 0.07
H 1.145 -4.596 -1.816 0.05
C 0.700 5.585 -0.588 -0.17
O -0.152 4.528 -0.183 -0.14
H 1.301 5.904 0.267 0.07
H 1.360 5.236 -1.386 0.08
H 0.097 6.425 -0.941 0.06
H -0.672 4.267 -0.961 0.08
C 6.291 -4.009 -4.199 -0.16
O 5.224 -4.793 -4.702 -0.14
H 6.136 -3.842 -3.130 0.07
H 7.235 -4.538 -4.350 0.08
H 6.313 -3.047 -4.716 0.07
H 5.388 -4.924 -5.651 0.09
C -3.155 7.024 -1.495 -0.14
O -1.901 6.758 -2.095 -0.15
H -3.508 6.120 -0.993 0.05
H -3.046 7.827 -0.761 0.09
H -3.874 7.315 -2.265 0.08
H -1.613 7.577 -2.532 0.09
C -2.852 -2.709 0.066 -0.16
O -1.438 -2.733 0.134 -0.16
H -3.179 -3.362 -0.747 0.08
H -3.269 -3.068 1.009 0.08
H -3.190 -1.689 -0.131 0.08
H -1.177 -2.145 0.863 -0.03
C -0.168 -6.603 -4.292 -0.14
O -0.095 -5.908 -3.061 -0.14
H -0.299 -5.881 -5.101 0.08
H 0.758 -7.161 -4.452 0.08
H -1.019 -7.288 -4.276 0.08
H 0.022 -6.575 -2.363 0.09
C -5.763 4.975 0.017 -0.17
O -6.238 6.309 0.034 -0.13
H -4.682 4.981 0.173 0.06
H -6.242 4.407 0.819 0.08
H -5.988 4.519 -0.950 0.08
H -7.200 6.271 -0.107 0.05
C -10.568 5.102 -0.671 -0.15
O -9.367 5.747 -0.286 -0.14
H -10.340 4.076 -0.968 0.08
H -11.263 5.090 0.171 0.08
H -11.012 5.633 -1.517 0.08
H -9.601 6.655 -0.029 0.09
C 2.650 -2.537 -5.649 -0.17
O 3.850 -1.893 -5.263 -0.14
H 2.878 -3.564 -5.945 0.07
H 1.955 -2.549 -4.806 0.07
H 2.206 -2.006 -6.494 0.08
H 3.617 -0.984 -5.006 0.09
```

=====

(2)
ORCA calculation (ωB97M-V with the def2-TZVPD basis set) on a structure of composition C10H18AlF3IO8.

Gap between HOMO and LUMO in eV: 8.27
HOMO in eV: -5.828
Lowest unoccupied orbital energy in eV: 2.445
Total charge: -1
Total energy in eV: -49890.188

The geometry in XYZ format:
```
41
Properties=species:S:1:pos:R:3:lowdin_charge:R:1
O 3.864 1.370 -1.798 -0.18
C 2.729 1.962 -2.205 -0.75
I 2.602 3.387 -3.904 0.63
C 1.337 1.662 -1.392 -0.31
Al 0.005 0.449 -2.421 0.26
C -1.875 0.936 -1.639 -0.30
O -2.957 0.733 -2.631 -0.13
C -3.969 1.807 -2.369 -0.23
F -4.285 1.935 -0.901 -0.01
F -5.281 1.432 -3.009 0.00
F -3.515 3.116 -2.965 0.01
H 1.488 1.153 -0.335 0.08
H 0.789 2.714 -1.268 0.06
H 0.352 -1.096 -2.170 -0.11
H 0.055 0.690 -4.006 -0.11
H -2.034 0.267 -0.664 0.09
H -1.765 2.083 -1.327 0.08
C 1.870 -6.216 0.044 -0.06
O 1.972 -4.808 0.243 -0.01
C 2.924 -4.205 -0.513 -0.56
O 3.663 -4.759 -1.311 0.10
O 2.912 -2.879 -0.225 -0.01
C 3.870 -2.112 -0.952 -0.05
H 1.079 -6.594 0.698 0.09
H 1.597 -6.441 -0.992 0.10
H 2.807 -6.713 0.316 0.09
H 3.677 -2.173 -2.028 0.10
H 4.887 -2.445 -0.720 0.09
H 3.771 -1.067 -0.644 0.08
C -3.075 3.185 1.700 -0.05
O -1.851 3.057 2.421 -0.01
C -1.887 2.146 3.426 -0.56
O -2.850 1.463 3.740 0.10
O -0.668 2.127 4.022 -0.01
C -0.559 1.207 5.106 -0.06
H -2.931 3.939 0.922 0.10
H -3.340 2.239 1.218 0.08
H -3.879 3.523 2.362 0.10
H -0.724 0.182 4.760 0.10
H -1.263 1.466 5.904 0.09
H 0.456 1.276 5.507 0.09
```

=====

In the order shown, the computed F_max values come out to 4.407, 8.307 eV/A.